The following is a quantum chemistry calculation of a 4-piece molecular cluster, C30H23F5N5O6 overall, from OMol25.

Each atom is followed by the atoms it is bonded to, with distances in Å.
CARTESIAN COORDINATES (ANGSTROEM)
1 O -3.8056 0.2269 -2.9818  N8 1.225
2 C -2.3885 1.1138 -6.1268  C52 1.391, H55 1.084, C57 1.394
3 C -6.5055 -3.5625 6.0813  C40 1.392, H64 1.085, C67 1.391
4 O -2.2595 1.6670 -3.4603  N8 1.224
5 H -3.8696 -1.4291 5.8849  C43 1.085
6 H 2.9437 3.2900 5.3893  C29 1.146
7 O -0.0008 0.1411 2.3736  N28 1.226
8 N -3.0847 0.8197 -3.7747  O1 1.225, O4 1.224, C57 1.465
9 C 4.9948 1.5333 -0.9397  C11 1.553, C32 1.550, H58 1.146
10 H 0.6007 0.3249 0.0103  C34 1.084
11 C 4.6124 2.2962 -2.2374  C9 1.553, C26 1.567, C35 1.592
12 C -2.0081 -2.3109 -1.1125  H17 1.085, C45 1.391, C65 1.392
13 H 6.4808 5.5048 -1.7404  C66 1.140
14 C -3.4345 -0.1699 -7.8787  C52 1.392, H62 1.086, C69 1.392
15 F 7.6222 1.7621 1.8517  C25 1.444
16 O -5.5019 -5.9469 2.8801  N68 1.222
17 H -2.7365 -3.0466 -1.4363  C12 1.085
18 H -4.9931 -1.5195 -7.2682  C69 1.085
19 F 4.3048 0.5175 -3.9182  C35 1.410
20 C -4.2162 -3.0848 4.5592  H42 1.085, C43 1.391, C59 1.393
21 C -4.1583 -0.4563 -5.5973  H27 1.085, C57 1.394, C69 1.391
22 H 4.8362 4.2815 -3.4059  C26 1.149
23 F 3.2573 2.5611 -4.2301  C35 1.428
24 C -0.9592 -1.0393 0.6374  N28 1.464, C34 1.393, C45 1.394
25 C 6.2678 1.5011 1.4238  F15 1.444, F31 1.431, C32 1.614, C44 1.628
26 C 5.1717 3.7445 -2.4471  C11 1.567, H22 1.149, C66 1.548
27 H -4.8091 -0.9436 -4.8794  C21 1.085
28 N -0.8278 -0.7072 2.0575  O7 1.226, C24 1.464, O54 1.221
29 C 3.6466 2.8160 4.6189  H6 1.146, C46 1.527, N49 1.395
30 C -0.2420 -0.7503 -1.6379  C34 1.390, H36 1.085, C65 1.392
31 F 6.2019 0.0918 1.1839  C25 1.431
32 C 5.9166 2.2827 0.0566  C9 1.550, C25 1.614, C48 1.546
33 H -6.8740 -5.2145 4.7685  C67 1.084
34 C -0.1313 -0.4151 -0.2935  H10 1.084, C24 1.393, C30 1.390
35 C 3.6364 1.5760 -3.2684  C11 1.592, F19 1.410, F23 1.428, F41 1.430
36 H 0.4027 -0.2745 -2.3691  C30 1.085
37 H -5.8938 -1.8596 7.2422  C40 1.086
38 H -1.8567 1.2543 -8.2044  C52 1.085
39 H 4.4408 1.1489 6.0910  C46 1.132
40 C -5.6620 -2.5012 6.3973  C3 1.392, H37 1.086, C43 1.392
41 F 2.4370 1.1333 -2.6282  C35 1.430
42 H -3.3230 -2.8873 3.9761  C20 1.085
43 C -4.5220 -2.2594 5.6360  H5 1.085, C20 1.391, C40 1.392
44 C 5.2676 1.9564 2.6251  C25 1.628, C47 1.517, N60 1.389
45 C -1.9025 -1.9840 0.2353  C12 1.391, C24 1.394, H50 1.085
46 C 4.4838 1.6180 5.0616  C29 1.527, H39 1.132, C47 1.542
47 C 5.3957 1.1560 3.9074  C44 1.517, C46 1.542, H61 1.135
48 C 6.4982 3.6995 -0.1570  C32 1.546, H53 1.138, C66 1.552
49 N 3.7022 3.3468 3.3299  C29 1.395, H56 1.044, N60 1.325
50 H -2.5543 -2.4713 0.9528  C45 1.085
51 O -3.6964 -4.8110 2.5153  N68 1.224
52 C -2.5004 0.7784 -7.4720  C2 1.391, C14 1.392, H38 1.085
53 H 7.1806 4.2220 0.5882  C48 1.138
54 O -1.5472 -1.2978 2.8481  N28 1.221
55 H -1.6567 1.8542 -5.8230  C2 1.084
56 H 3.0568 4.1445 3.1387  N49 1.044
57 C -3.2159 0.4885 -5.1954  C2 1.394, N8 1.465, C21 1.394
58 H 4.6209 0.4723 -0.7196  C9 1.146
59 C -5.0603 -4.1497 4.2525  C20 1.393, C67 1.394, N68 1.465
60 N 4.4419 3.0193 2.2806  C44 1.389, N49 1.325
61 H 6.1192 0.2849 3.9892  C47 1.135
62 H -3.5151 -0.4333 -8.9290  C14 1.086
63 H -1.2561 -1.9615 -3.0959  C65 1.086
64 H -7.3935 -3.7454 6.6772  C3 1.085
65 C -1.1762 -1.6980 -2.0453  C12 1.392, C30 1.392, H63 1.086
66 C 6.1204 4.4615 -1.4556  H13 1.140, C26 1.548, C48 1.552
67 C -6.2089 -4.3912 5.0044  C3 1.391, H33 1.084, C59 1.394
68 N -4.7295 -5.0342 3.1325  O16 1.222, O51 1.224, C59 1.465
69 C -4.2649 -0.7832 -6.9450  C14 1.392, H18 1.085, C21 1.391

The LUMO energy comes out at -5.65 eV. As for the charge: +1. The calculation puts the max |F| at 5.33 eV/Å. The value obtained for the electronic energy is -64784.56084 eV.